Record 1
{"formula": "C3H8F2P", "method": "wB97M-V/def2-TZVPD", "elements": ["H", "H", "F", "C", "C", "H", "H", "H", "H", "H", "P", "F", "C", "H"], "xyz": [[-2.675, -0.814, -1.117], [1.210, -0.725, 1.083], [-1.018, 0.460, 1.630], [1.951, 1.051, 0.027], [-2.020, -1.143, -0.333], [1.287, -1.161, -0.466], [-1.524, -2.099, -0.713], [1.615, 1.587, -0.985], [-2.780, -1.143, 0.387], [3.077, 0.986, 0.118], [-0.703, 0.002, 0.146], [-1.011, 1.561, -0.777], [1.050, -0.317, 0.098], [1.543, 1.756, 0.902]], "nbo_charge": [0.332, 0.296, -0.496, -0.610, -1.043, 0.288, 0.309, 0.254, 0.315, 0.281, 2.175, -0.514, -0.828, 0.243], "relative_energy_kcal_mol": 16.8, "total_charge": 1, "e_homo_ha": -0.6271, "lumo_energy_ev": -4.92, "largest_force_ha_per_bohr": 0.1102}

=====

Record 2
{"formula": "B5CaF16H4", "method": "wB97M-V/def2-TZVPD", "elements": ["Ca", "B", "F", "F", "F", "F", "F", "F", "B", "F", "F", "F", "H", "F", "F", "B", "B", "F", "B", "H", "H", "F", "F", "H", "F", "F"], "xyz": [[0.033, -0.254, 0.120], [1.642, -1.947, -1.663], [-0.490, 0.955, -1.626], [1.100, 1.969, 3.218], [1.933, -3.285, -1.446], [0.276, -1.837, -1.770], [-0.093, 2.148, 1.367], [-3.942, -0.187, -0.858], [1.215, 1.997, 1.868], [1.655, 0.907, 1.204], [-1.860, -1.020, -0.500], [1.981, 3.095, 1.436], [0.132, -2.061, 3.123], [1.960, -1.131, -0.658], [-2.523, 0.852, 0.452], [0.056, 1.929, -2.353], [0.094, -1.563, 2.166], [0.918, 2.491, -1.457], [-2.925, -0.344, 0.003], [0.915, -1.709, 1.482], [-0.133, -0.521, 2.329], [-0.867, 2.781, -2.835], [0.853, 1.352, -3.319], [-0.809, -1.809, 1.629], [2.191, -1.632, -2.915], [-3.313, -1.177, 1.005]], "nbo_charge": [1.829, 1.312, -0.588, -0.551, -0.570, -0.575, -0.578, -0.545, 1.318, -0.566, -0.574, -0.561, 0.003, -0.564, -0.541, 1.309, -0.536, -0.570, 1.288, 0.001, 0.205, -0.550, -0.567, 0.299, -0.559, -0.569], "total_charge": -2, "s_squared": 0.753, "e_homo_ha": [-0.1996, -0.1996], "lumo_energy_ev": [4.77, -0.89], "largest_force_ha_per_bohr": 0.1158, "multiplicity": 2}